2 unconnected molecules or ions with the total composition C6H15NO. Source: the OMol25 dataset; level of theory: ωB97M-V with the def2-TZVPD basis set.

Structure (XYZ):
```
23
Properties=species:S:1:pos:R:3:forces:R:3
C -1.164 -0.091 -1.569 0.35 -0.10 -2.05
C -1.662 -0.286 -0.165 0.98 -1.59 1.18
C -0.603 -1.068 0.735 -0.43 1.81 -0.17
C 0.570 -0.155 0.944 0.85 0.08 0.89
C 0.609 1.111 1.377 0.56 -0.99 0.09
C 1.831 1.946 1.224 0.64 1.81 0.50
N -2.923 -1.039 0.017 0.01 1.13 0.06
H -1.512 -0.812 -2.324 -0.37 -0.21 0.52
H -1.429 0.874 -2.020 -0.13 -0.03 0.35
H -0.081 -0.176 -1.710 0.00 0.19 0.61
H -1.683 0.713 0.270 -0.58 -0.14 0.27
H -0.235 -1.970 0.263 -0.36 -0.34 -0.07
H -1.151 -1.275 1.660 0.29 -0.26 -0.11
H 1.572 -0.585 0.817 -0.35 0.13 -0.78
H -0.174 1.584 1.957 -0.60 0.11 -0.63
H 1.955 2.648 2.068 -0.25 -0.15 -0.18
H 2.825 1.513 1.157 -0.13 -0.94 -0.11
H 1.773 2.605 0.339 -0.25 -0.24 0.22
H -3.645 -0.405 0.344 -0.08 -0.27 -0.19
H -3.232 -1.478 -0.831 -0.13 -0.01 -0.36
H 3.061 0.251 -1.220 0.04 0.42 0.28
H 3.145 -1.222 -1.550 -0.31 0.48 -0.30
O 2.743 -0.387 -1.854 0.24 -0.90 -0.01
```
Positions in Å, forces in eV/Å.

Calculated values
* E_HOMO: -0.3238 Eh
* energy relative to the best compared isomer or geometry (same formula, charge and spin): 215.08 kJ/mol

Mulliken population analysis, charges in e, atoms 1 to 6: number 1, C, carries -1.168; number 2, C, carries 0.389; number 3, C, carries -0.978; number 4, C, carries -0.119; number 5, C, carries -0.066; number 6, C, carries -1.232